Record 1
{"formula": "C66H177N7O26", "method": "the ωB97M-V functional and the def2-TZVPD basis", "lumo_ha": 0.015, "max_force_ev_per_a": 3.26, "e_tot_ha": -4959.855049, "species": ["C", "O", "C", "C", "N", "C", "C", "O", "C", "H", "H", "H", "H", "H", "H", "H", "H", "H", "H", "H", "H", "H", "H", "H", "C", "O", "C", "C", "N", "C", "C", "O", "C", "H", "H", "H", "H", "H", "H", "H", "H", "H", "H", "H", "H", "H", "H", "H", "C", "O", "C", "C", "N", "C", "C", "O", "C", "H", "H", "H", "H", "H", "H", "H", "H", "H", "H", "H", "H", "H", "H", "H", "C", "O", "C", "C", "N", "C", "C", "O", "C", "H", "H", "H", "H", "H", "H", "H", "H", "H", "H", "H", "H", "H", "H", "H", "C", "O", "C", "C", "N", "C", "C", "O", "C", "H", "H", "H", "H", "H", "H", "H", "H", "H", "H", "H", "H", "H", "H", "H", "C", "O", "C", "C", "N", "C", "C", "O", "C", "H", "H", "H", "H", "H", "H", "H", "H", "H", "H", "H", "H", "H", "H", "H", "C", "O", "C", "C", "N", "C", "C", "O", "C", "H", "H", "H", "H", "H", "H", "H", "H", "H", "H", "H", "H", "H", "H", "H", "C", "C", "O", "H", "H", "H", "H", "H", "H", "C", "C", "O", "H", "H", "H", "H", "H", "H", "C", "C", "O", "H", "H", "H", "H", "H", "H", "C", "C", "O", "H", "H", "H", "H", "H", "H", "C", "C", "O", "H", "H", "H", "H", "H", "H", "C", "C", "O", "H", "H", "H", "H", "H", "H", "C", "C", "O", "H", "H", "H", "H", "H", "H", "C", "C", "O", "H", "H", "H", "H", "H", "H", "C", "C", "O", "H", "H", "H", "H", "H", "H", "C", "C", "O", "H", "H", "H", "H", "H", "H", "C", "C", "O", "H", "H", "H", "H", "H", "H", "C", "C", "O", "H", "H", "H", "H", "H", "H"], "xyz": [[1.30, -2.51, 4.42], [2.48, -3.29, 4.57], [3.64, -2.51, 4.39], [4.80, -3.46, 4.44], [4.65, -4.48, 3.43], [5.81, -5.43, 3.41], [5.51, -6.65, 2.55], [4.38, -7.35, 3.06], [4.42, -7.73, 4.41], [1.21, -2.03, 3.45], [1.18, -1.75, 5.17], [0.52, -3.23, 4.51], [3.61, -1.62, 5.00], [3.51, -2.05, 3.37], [4.85, -3.86, 5.47], [5.78, -2.95, 4.38], [3.75, -4.96, 3.54], [5.96, -5.80, 4.42], [6.70, -4.85, 3.15], [6.34, -7.28, 2.37], [5.14, -6.25, 1.63], [5.37, -8.05, 4.75], [3.70, -8.58, 4.53], [4.01, -7.01, 5.11], [8.25, 2.29, -1.17], [6.85, 1.97, -1.48], [6.63, 1.51, -2.76], [5.21, 0.85, -2.85], [5.16, -0.30, -1.99], [5.68, -1.55, -2.69], [5.61, -2.66, -1.67], [6.48, -2.35, -0.63], [6.66, -3.35, 0.35], [8.68, 3.19, -1.69], [8.80, 1.44, -1.51], [8.38, 2.25, -0.13], [7.43, 0.86, -3.12], [6.65, 2.31, -3.48], [4.92, 0.62, -3.87], [4.48, 1.58, -2.51], [5.73, -0.20, -1.16], [6.71, -1.44, -3.04], [4.95, -1.76, -3.49], [5.89, -3.63, -2.20], [4.56, -2.83, -1.29], [7.48, -3.13, 1.03], [6.98, -4.36, 0.00], [5.82, -3.47, 1.00], [0.36, 0.39, 2.32], [0.71, 0.19, 0.95], [1.58, -0.97, 0.80], [1.73, -1.20, -0.66], [0.48, -0.91, -1.46], [-0.62, -1.74, -1.13], [-1.82, -1.42, -1.99], [-2.21, -0.10, -1.81], [-3.44, 0.30, -2.46], [-0.14, 1.30, 2.35], [1.29, 0.44, 2.94], [-0.28, -0.38, 2.76], [0.97, -1.75, 1.24], [2.47, -0.85, 1.36], [1.94, -2.25, -0.92], [2.59, -0.59, -1.01], [0.13, 0.03, -1.39], [-0.89, -1.74, -0.06], [-0.42, -2.81, -1.30], [-2.66, -2.08, -1.77], [-1.52, -1.64, -3.05], [-3.26, 0.22, -3.58], [-3.62, 1.37, -2.29], [-4.22, -0.45, -2.10], [-4.18, 10.19, -9.98], [-4.51, 9.66, -8.72], [-4.59, 8.26, -8.84], [-4.87, 7.72, -7.44], [-4.50, 6.30, -7.41], [-4.97, 5.62, -6.18], [-4.69, 4.14, -6.26], [-3.31, 3.94, -6.59], [-2.82, 2.62, -6.49], [-5.03, 10.62, -10.55], [-3.65, 9.41, -10.59], [-3.51, 11.07, -9.93], [-3.67, 7.77, -9.23], [-5.35, 7.95, -9.51], [-5.91, 7.87, -7.07], [-4.29, 8.32, -6.78], [-3.47, 6.25, -7.32], [-6.05, 5.69, -6.18], [-4.65, 5.98, -5.20], [-5.25, 3.63, -7.06], [-4.89, 3.67, -5.29], [-1.78, 2.56, -6.79], [-3.42, 1.93, -7.12], [-2.99, 2.31, -5.44], [-0.94, 2.22, 10.37], [-0.12, 3.31, 9.96], [1.24, 2.85, 9.87], [1.83, 3.30, 8.53], [0.98, 2.89, 7.40], [1.47, 3.50, 6.15], [0.64, 2.90, 5.00], [-0.68, 3.28, 5.31], [-1.73, 2.49, 4.70], [-2.02, 2.49, 10.33], [-0.74, 1.91, 11.40], [-0.81, 1.32, 9.76], [1.33, 1.77, 10.02], [1.79, 3.37, 10.68], [2.86, 2.93, 8.52], [1.84, 4.40, 8.62], [0.06, 3.24, 7.59], [2.52, 3.24, 5.98], [1.44, 4.58, 6.04], [0.78, 1.84, 5.03], [1.08, 3.31, 4.04], [-2.72, 2.94, 4.85], [-1.76, 1.42, 5.00], [-1.71, 2.49, 3.61], [-0.38, -4.20, -3.85], [-1.51, -4.49, -3.05], [-2.66, -4.78, -3.88], [-3.98, -4.40, -3.27], [-4.57, -5.00, -2.09], [-3.70, -5.39, -0.98], [-4.41, -6.52, -0.25], [-4.86, -7.57, -1.17], [-3.92, -8.39, -1.81], [0.41, -3.80, -3.16], [-0.54, -3.37, -4.55], [-0.06, -5.10, -4.35], [-2.67, -5.86, -4.02], [-2.72, -4.28, -4.87], [-4.78, -4.46, -4.06], [-3.92, -3.33, -3.04], [-5.02, -5.86, -2.44], [-3.51, -4.51, -0.32], [-2.73, -5.68, -1.27], [-5.33, -6.35, 0.24], [-3.76, -6.96, 0.55], [-3.28, -7.82, -2.54], [-4.47, -9.13, -2.38], [-3.26, -9.00, -1.12], [-0.13, 6.81, 4.06], [-0.64, 6.59, 2.76], [0.38, 6.48, 1.82], [-0.22, 6.48, 0.44], [-0.93, 5.21, 0.09], [-0.21, 4.04, 0.44], [-0.99, 2.77, 0.10], [-2.06, 2.71, 1.02], [-2.72, 1.44, 0.96], [-0.90, 7.16, 4.76], [0.62, 7.57, 4.05], [0.38, 5.91, 4.48], [0.97, 5.58, 2.03], [1.00, 7.37, 1.93], [0.55, 6.60, -0.34], [-0.83, 7.38, 0.45], [-1.84, 5.19, 0.61], [0.16, 3.95, 1.44], [0.68, 3.97, -0.20], [-0.30, 1.91, 0.08], [-1.42, 2.85, -0.87], [-3.31, 1.38, 1.92], [-2.03, 0.62, 0.95], [-3.38, 1.45, 0.06], [3.02, -1.57, 7.66], [2.68, -0.09, 7.37], [1.27, 0.09, 7.20], [4.12, -1.79, 7.58], [2.47, -2.22, 6.95], [2.66, -1.73, 8.68], [3.21, 0.25, 6.51], [3.08, 0.55, 8.18], [1.02, 1.02, 7.38], [5.64, -0.21, 2.13], [5.44, 0.32, 3.52], [6.06, -0.52, 4.53], [5.28, 0.54, 1.41], [5.02, -1.12, 2.05], [6.72, -0.39, 1.93], [4.37, 0.33, 3.67], [5.79, 1.37, 3.55], [5.84, -0.11, 5.39], [2.89, 3.00, 1.40], [3.76, 2.75, 0.13], [5.12, 2.98, 0.58], [1.84, 2.60, 1.34], [2.84, 4.09, 1.64], [3.41, 2.55, 2.28], [3.47, 3.51, -0.59], [3.68, 1.77, -0.27], [5.62, 2.79, -0.24], [-0.26, 1.62, -3.96], [1.22, 1.23, -3.84], [1.48, -0.10, -4.15], [-0.63, 1.28, -4.94], [-0.41, 2.72, -3.83], [-0.84, 1.14, -3.17], [1.54, 1.40, -2.81], [1.92, 1.71, -4.50], [1.12, -0.68, -3.44], [-3.04, -1.95, 5.14], [-1.95, -1.93, 6.17], [-1.18, -0.73, 5.98], [-2.64, -1.94, 4.14], [-3.71, -1.07, 5.25], [-3.75, -2.77, 5.32], [-1.23, -2.73, 6.13], [-2.50, -1.99, 7.16], [-0.31, -0.75, 6.45], [-3.45, 6.31, -2.31], [-2.59, 5.23, -2.94], [-1.23, 5.60, -2.87], [-3.14, 7.25, -2.77], [-3.33, 6.35, -1.23], [-4.52, 6.19, -2.47], [-2.83, 5.08, -4.01], [-2.82, 4.25, -2.42], [-1.05, 5.55, -1.91], [2.12, -0.79, -7.39], [0.73, -1.42, -7.41], [0.11, -1.49, -6.14], [2.15, 0.20, -6.98], [2.43, -0.72, -8.45], [2.77, -1.46, -6.81], [0.77, -2.47, -7.82], [-0.06, -0.91, -8.00], [0.62, -0.92, -5.52], [1.66, -5.39, -0.37], [2.43, -5.12, 0.88], [3.59, -4.37, 0.60], [1.58, -4.53, -1.03], [0.61, -5.80, -0.22], [2.13, -6.16, -1.02], [2.75, -6.08, 1.36], [1.76, -4.56, 1.54], [4.08, -4.24, 1.41], [-4.78, -1.57, -6.67], [-3.41, -1.63, -6.03], [-2.64, -0.37, -6.15], [-4.71, -1.52, -7.77], [-5.35, -0.68, -6.36], [-5.34, -2.47, -6.48], [-2.89, -2.34, -6.61], [-3.36, -2.00, -5.02], [-1.73, -0.63, -6.23], [-6.70, 1.07, -1.72], [-6.39, 1.47, -3.14], [-7.50, 2.13, -3.69], [-7.36, 1.80, -1.31], [-5.82, 1.05, -1.09], [-7.25, 0.13, -1.69], [-6.09, 0.54, -3.63], [-5.54, 2.18, -3.11], [-7.44, 1.91, -4.64], [-1.38, -4.00, 1.90], [-1.61, -5.22, 2.73], [-0.93, -6.35, 2.14], [-0.34, -3.70, 1.85], [-1.92, -3.14, 2.28], [-1.77, -4.17, 0.86], [-2.71, -5.38, 2.84], [-1.20, -5.07, 3.78], [-1.27, -7.18, 2.53], [-4.61, -1.50, 0.64], [-5.32, -2.76, 1.17], [-4.65, -3.27, 2.35], [-5.29, -1.04, -0.06], [-3.75, -1.73, 0.02], [-4.36, -0.87, 1.49], [-5.31, -3.65, 0.49], [-6.36, -2.56, 1.45], [-4.58, -2.52, 2.96]], "mulliken_charge": [0.732, -0.780, 1.906, -1.704, 0.853, -0.915, -0.492, -0.363, -0.755, -0.144, -0.613, 0.200, -0.055, -0.946, 0.313, 0.548, 0.185, 0.479, 0.374, 0.526, 0.055, 0.369, 0.269, 0.224, -0.984, -0.259, -0.972, -0.606, 0.659, -1.060, 0.448, -0.335, -0.684, 0.270, 0.360, 0.348, 0.461, 0.512, 0.552, 0.006, -0.059, 0.296, 0.382, 0.402, -0.465, 0.411, 0.442, -0.015, -0.462, 1.574, 0.079, -0.254, 1.454, -0.527, 1.937, 1.837, -0.351, -0.347, -0.052, 0.009, -0.968, 0.709, 0.032, -0.745, -0.203, -1.187, 0.134, -1.036, -0.917, -0.331, 0.053, 0.038, -0.660, -0.321, -0.422, -0.645, -0.370, -0.704, -0.123, -0.492, -0.210, 0.241, 0.299, 0.241, 0.325, 0.348, 0.360, 0.310, 0.243, 0.490, 0.066, 0.634, -0.041, 0.298, 0.249, -0.105, -0.585, -0.386, -0.701, -0.771, -0.064, -1.801, 1.336, -0.524, -0.139, 0.252, 0.334, 0.179, 0.364, 0.423, 0.354, 0.490, 0.230, 0.439, 0.500, -0.251, -0.092, 0.401, 0.057, -0.226, -0.453, 0.098, -0.630, -0.448, -0.333, 0.784, -0.541, -0.464, -0.389, -0.285, 0.186, 0.488, 0.333, 0.558, 0.373, -0.347, 0.446, -1.228, 0.821, 0.254, 0.261, 0.064, 0.252, 0.255, -0.707, -0.331, 0.080, -1.123, 0.685, -0.578, 1.310, -0.605, -0.176, 0.265, 0.445, 0.100, -0.258, 0.614, 0.431, 0.362, 0.348, -0.524, -0.084, -0.570, 0.120, 0.251, -0.168, 0.042, -1.112, 0.048, -0.449, 0.291, 0.175, 0.469, 0.022, 0.307, 0.165, 0.501, -0.298, -0.581, -0.436, -0.560, 0.626, -0.145, 0.593, 0.297, -0.522, 0.023, -0.652, -0.164, 0.356, 0.133, 0.648, -0.242, 0.429, 0.814, -0.215, -0.660, -0.411, 0.356, -0.978, -0.270, 0.792, 0.182, -0.692, -0.320, -0.091, -0.281, 0.374, 0.542, 0.341, 0.253, 0.143, -1.581, 1.136, -0.742, 0.328, 0.374, 0.362, 0.049, -0.370, 0.248, -1.075, -0.280, -0.387, 0.282, 0.407, 0.264, 0.300, 0.251, 0.289, -1.286, 1.051, -0.166, 0.058, 0.201, 0.499, 0.294, -0.521, -0.430, -1.558, 0.654, -0.204, 0.350, 0.261, 0.413, 0.371, -0.314, 0.066, -0.987, 0.641, -0.599, 0.566, -0.044, 0.251, 0.105, -0.182, 0.355, 1.791, -0.711, -0.527, -0.537, -0.237, -0.739, 0.428, 0.170, 0.261, 0.452, -0.583, -0.423, -0.084, -0.336, 0.236, 0.123, 0.321, 0.230]}

Record 2
{"formula": "C2H11N2O", "method": "the ωB97M-V functional and the def2-TZVPD basis", "relative_energy_kj_mol": 107.9, "lumo_ha": -0.127, "total_charge": 1, "max_force_ev_per_a": 1.28, "e_tot_ha": -267.283607, "species": ["C", "N", "H", "H", "H", "H", "H", "H", "N", "C", "O", "H", "H", "H", "H", "H"], "xyz": [[-0.65, 1.67, -1.06], [0.63, 1.09, -1.57], [-1.16, 1.01, -0.38], [-1.31, 1.89, -1.88], [-0.43, 2.60, -0.53], [1.40, 1.76, -1.45], [0.88, 0.23, -1.03], [0.63, 0.89, -2.56], [-0.75, -1.94, 1.33], [0.26, -1.04, 1.71], [0.96, -0.65, 0.47], [-1.25, -1.83, 0.47], [-1.23, -2.54, 1.98], [1.01, -1.53, 2.34], [-0.08, -0.07, 2.08], [1.08, -1.54, 0.09]], "nbo_charge": [-0.429, -0.689, 0.240, 0.238, 0.240, 0.441, 0.478, 0.436, -0.898, 0.114, -0.789, 0.380, 0.408, 0.190, 0.155, 0.484]}

Record 3
{"formula": "C14H21BrLuSi", "method": "the ωB97M-V functional and the def2-TZVPD basis", "relative_energy_kj_mol": 0.0, "lumo_ha": 0.119, "total_charge": -1, "max_force_ev_per_a": 2.35, "e_tot_ha": -4645.264108, "species": ["C", "C", "C", "H", "C", "C", "H", "H", "H", "H", "Lu", "Br", "C", "C", "C", "H", "C", "C", "H", "H", "H", "H", "C", "Si", "C", "C", "C", "H", "H", "H", "H", "H", "H", "H", "H", "H", "H", "H"], "xyz": [[-1.40, -1.50, -3.08], [-1.60, -2.56, -2.15], [-2.41, -2.04, -1.07], [-1.28, -3.59, -2.31], [-2.73, -0.68, -1.38], [-2.11, -0.34, -2.60], [-2.24, 0.59, -3.16], [-1.00, -1.59, -4.09], [-2.80, -2.57, -0.21], [-3.41, -0.03, -0.81], [-0.26, -0.98, -0.79], [0.85, -3.12, 0.03], [1.93, 0.61, -0.98], [0.97, 1.32, -1.77], [0.74, 0.55, -2.94], [0.60, 2.33, -1.56], [1.51, -0.65, -2.87], [2.21, -0.63, -1.63], [2.95, -1.36, -1.29], [2.34, 0.97, -0.04], [0.16, 0.90, -3.78], [1.54, -1.44, -3.62], [1.83, -0.14, 2.58], [0.23, 0.86, 2.45], [-0.35, 1.09, 4.26], [0.69, 2.57, 1.84], [-0.99, 0.03, 1.29], [2.52, 0.32, 3.31], [2.38, -0.20, 1.63], [1.61, -1.16, 2.91], [0.37, 1.62, 4.90], [-1.28, 1.68, 4.27], [-0.55, 0.12, 4.74], [1.24, 2.55, 0.89], [-0.23, 3.15, 1.69], [1.31, 3.11, 2.57], [-1.68, 0.80, 0.81], [-1.67, -0.56, 1.95]], "nbo_charge": [-0.326, -0.363, -0.425, 0.247, -0.330, -0.339, 0.224, 0.226, 0.246, 0.234, 1.457, -0.513, -0.371, -0.360, -0.312, 0.225, -0.349, -0.360, 0.241, 0.228, 0.211, 0.224, -1.121, 1.666, -1.104, -1.119, -1.517, 0.213, 0.234, 0.239, 0.215, 0.218, 0.222, 0.230, 0.223, 0.217, 0.232, 0.237]}

Record 4
{"formula": "C3H7NS", "method": "the ωB97M-V functional and the def2-TZVPD basis", "relative_energy_kj_mol": 473.2, "lumo_ha": -0.012, "max_force_ev_per_a": 6.85, "e_tot_ha": -571.258677, "species": ["C", "C", "C", "H", "H", "H", "H", "H", "H", "H", "N", "S"], "xyz": [[-1.17, -1.19, -0.32], [0.37, 0.32, 0.61], [1.53, 1.09, 0.22], [-2.19, -0.86, -1.15], [-0.62, -2.27, -0.77], [-1.48, -1.15, 0.85], [-0.82, 0.75, -1.05], [-0.35, 0.61, 1.39], [0.96, -0.91, 0.54], [2.48, 0.85, -0.49], [-0.38, 0.06, -0.60], [1.67, 2.69, 0.76]], "nbo_charge": [-0.446, -0.298, -0.258, 0.195, 0.225, 0.200, 0.367, 0.228, 0.208, 0.254, -0.653, -0.022]}